# 1
Entry from OMol25: a 2-piece molecular cluster, C4H11NO overall at a distorted geometry (ωB97M-V/def2-TZVPD).

```
! wB97M-V def2-TZVPD RIJCOSX def2/J DEFGRID3
* xyz 0 1
O 1.64114 -0.10924 -1.35256
N 1.99371 2.31019 -1.57653
C 1.13257 1.23214 -1.10740
C -2.61917 -0.30800 1.70640
C -2.14584 -1.47461 1.20649
C -0.69470 -1.83299 1.31480
H -2.87572 -2.10866 0.71650
H 2.62288 1.99480 -2.30715
H -3.69992 -0.29300 1.58151
H -0.29606 -1.64533 2.30272
H -0.19160 -1.16221 0.61222
H 2.58081 2.57281 -0.79284
H 1.05243 1.49483 -0.05892
H 2.01096 -0.40801 -0.52237
H -0.48650 -2.85686 0.98171
H -2.08853 0.37297 2.36513
H 0.16092 1.33908 -1.58462
*
```

energy above the lowest of the compared OMol25 structures with the same formula, charge and spin = 203.28 kJ/mol
maximum force = 2.56 eV Å⁻¹
gap between HOMO and LUMO = 10.2951 eV
HOMO level = -0.349 Ha
calculated total energy = -288.939590 a.u.

---

# 2
Entry from OMol25: a 2-piece molecular cluster, CH3ClN2O2 overall at a distorted geometry (ωB97M-V/def2-TZVPD).

```
! wB97M-V def2-TZVPD RIJCOSX def2/J DEFGRID3
* xyz 0 1
Cl 2.72019 -0.18072 -0.01158
O 0.71437 2.60710 -0.92334
O 1.65333 1.94682 0.92164
N 0.75366 1.90798 0.07178
N 1.31644 -0.68571 -0.74703
C -0.17175 0.92342 0.25462
H 0.96890 -1.48045 -0.20178
H -0.86489 0.75576 -0.55842
H -0.29494 0.44606 1.20546
*
```

energy above the lowest of the compared OMol25 structures with the same formula, charge and spin = 471.66 kJ/mol
maximum force = 2.56 eV Å⁻¹
gap between HOMO and LUMO (alpha / beta) = 8.0805 / 8.5621 eV
HOMO level (alpha / beta) = -0.367 / -0.369 Ha
calculated total energy = -759.831793 a.u.

---

# 3
Entry from OMol25: a 2-piece molecular cluster, C7H19N2 overall at a distorted geometry (ωB97M-V/def2-TZVPD).

```
! wB97M-V def2-TZVPD RIJCOSX def2/J DEFGRID3
* xyz 1 1
N 0.42638 0.18199 0.29405
N 0.20065 -0.55049 1.57360
C -0.60764 1.26171 0.17437
C -1.21714 -2.36684 0.16392
C 1.81407 0.61257 0.11164
C 0.69813 -2.39817 -1.46246
C -0.62335 1.95417 -1.17581
C -0.50454 -1.65029 -0.88910
C -0.42421 2.33994 1.26233
H -1.01843 -1.87743 1.19101
H -0.01191 2.86362 -1.28200
H -0.53471 1.40385 -2.11389
H 1.95356 1.54561 0.74613
H -0.78043 -3.29073 0.36487
H -2.25347 -2.43443 -0.09295
H 0.15501 0.17502 2.27369
H -1.08101 3.20902 1.00362
H -1.64720 2.35987 -1.22913
H -1.58890 0.69975 0.31898
H 0.21489 -2.98735 -2.20496
H 0.61042 2.76662 1.32552
H 2.59791 -0.03483 0.61783
H 0.97459 -1.18522 1.72512
H 1.10951 -3.10968 -0.70281
H -0.86905 1.94833 2.12977
H 1.37712 -1.76602 -1.93395
H -0.95091 -0.68787 -1.40360
H 1.98068 1.01728 -0.78577
*
```

energy above the lowest of the compared OMol25 structures with the same formula, charge and spin = 402.45 kJ/mol
maximum force = 5.75 eV Å⁻¹
gap between HOMO and LUMO = 9.0977 eV
HOMO level = -0.493 Ha
calculated total energy = -387.231375 a.u.

---

# 4
Entry from OMol25: one molecule with the formula C4H7N3 at a distorted geometry (ωB97M-V/def2-TZVPD).

```
! wB97M-V def2-TZVPD RIJCOSX def2/J DEFGRID3
* xyz 0 1
N 1.13965 1.09262 1.25354
N -0.12695 -1.07643 -1.01502
N 0.48819 0.88758 -2.12798
C -0.87964 -0.18014 0.85832
C -0.13085 0.86642 0.35579
C -0.64051 -1.37608 0.24441
C 0.15725 0.35463 -1.02227
H 0.68663 1.50207 2.08749
H 0.62213 0.12176 -2.90810
H 1.61497 0.30873 1.68028
H -1.22759 -0.28754 1.90989
H -0.58853 1.97124 0.15380
H -0.20133 -1.75670 -1.82801
H -0.91342 -2.42816 0.35785
*
```

energy above the lowest of the compared OMol25 structures with the same formula, charge and spin = 241.32 kJ/mol
maximum force = 7.75 eV Å⁻¹
gap between HOMO and LUMO = 8.7700 eV
HOMO level = -0.292 Ha
calculated total energy = -320.791386 a.u.

---

# 5
Entry from OMol25: C12H30Br3HfO9S2 as an isolated structure at a distorted geometry (ωB97M-V/def2-TZVPD).

```
! wB97M-V def2-TZVPD RIJCOSX def2/J DEFGRID3
* xyz 1 1
Hf -0.43610 0.42641 -0.60068
Br -0.83845 -1.41850 -2.80575
Br 2.04932 1.64668 -1.49033
Br -1.65056 2.41934 1.06010
S 2.22067 0.44079 2.29691
S 2.31461 -2.38082 -0.52304
O 1.74994 0.68221 3.89223
O 2.97807 -0.87139 2.23080
O 3.80379 -1.68389 -0.35219
O -2.80739 0.54638 -1.27385
O 1.12617 0.77869 1.31343
O -5.69509 -0.70239 -1.96374
O 2.36859 -3.22147 -1.72398
O -1.20601 2.26138 -2.19931
O 1.26558 -1.37427 -0.33908
C -6.49765 -1.69370 -2.54663
C -0.84583 3.62025 -2.54942
C -2.18058 1.77654 -3.14909
C 4.87220 -2.52218 -0.61036
C -3.36694 1.27501 -2.37859
C -4.69629 -1.15813 -1.07640
C 2.31124 -3.42240 0.98018
C 3.44111 1.64942 2.10904
C -3.92800 0.08025 -0.50134
C 6.24676 -2.01850 -0.15491
C 0.75415 1.60560 4.10659
C 0.35686 1.58602 5.57219
H -1.65330 4.34670 -2.64084
H 1.11344 2.60163 3.84791
H 1.10299 1.68036 6.36116
H -7.35865 -2.11336 -2.02639
H 4.96143 -2.71478 -1.67949
H -6.91517 -1.32301 -3.48277
H -0.12595 1.23548 3.58072
H -0.24212 3.65860 -3.45615
H -5.16897 -1.57718 -0.18810
H 4.65448 -3.50473 -0.19166
H 1.96154 -4.39668 0.63872
H 6.96949 -2.83433 -0.14157
H -4.53217 0.95703 -0.26823
H 1.68406 -3.01999 1.77567
H -5.90158 -2.54199 -2.88309
H -3.75316 -0.16229 0.54685
H 3.30295 -3.41566 1.43248
H 6.03361 -1.46859 0.76175
H -4.03336 2.12246 -2.21797
H -0.34046 2.41420 5.69854
H -0.27652 4.16982 -1.79978
H -2.65212 2.61169 -3.66704
H 3.96022 1.52964 1.15811
H -0.15299 0.65656 5.82568
H 6.55731 -1.28711 -0.90106
H 2.96718 2.62720 2.19537
H -4.06409 -1.85796 -1.62291
H 4.07544 1.55802 2.99073
H -1.92122 1.13248 -3.98934
H -3.96247 0.58839 -2.98025
*
```

energy above the lowest of the compared OMol25 structures with the same formula, charge and spin = 456.30 kJ/mol
maximum force = 5.02 eV Å⁻¹
gap between HOMO and LUMO = 7.5854 eV
HOMO level = -0.452 Ha
calculated total energy = -9718.565596 a.u.

---

# 6
Entry from OMol25: a 2-piece molecular cluster, C6H10S2 overall at a distorted geometry (ωB97M-V/def2-TZVPD).

```
! wB97M-V def2-TZVPD RIJCOSX def2/J DEFGRID3
* xyz 0 1
S 1.80098 -0.36897 -0.80457
S -1.76880 3.22856 0.33260
C 0.78473 -1.91071 -1.07280
C -0.69419 2.19503 -0.46796
C -0.95666 0.69098 -0.36285
C -0.20766 -1.62732 -0.05471
C 0.09866 -0.16154 0.18113
C 0.61257 0.61527 1.46152
H 1.65023 1.53380 1.04102
H 0.46536 -1.88692 -2.25993
H 1.28023 -2.87584 -0.88920
H 0.18489 2.72747 -1.10715
H 1.20024 -0.24682 2.19232
H -1.19477 0.33581 -1.43598
H -0.28108 1.06770 2.20948
H -1.81301 0.67116 0.36010
H 0.00042 -1.93717 1.03649
H -1.16212 -2.05047 -0.35949
*
```

energy above the lowest of the compared OMol25 structures with the same formula, charge and spin = 468.02 kJ/mol
maximum force = 4.93 eV Å⁻¹
gap between HOMO and LUMO = 8.2405 eV
HOMO level = -0.318 Ha
calculated total energy = -1030.799735 a.u.